[1]
{"formula": "C31H83F3N7O12S", "method": "wB97M-V/def2-TZVPD", "species": ["C", "F", "F", "F", "S", "O", "O", "O", "C", "C", "O", "O", "H", "H", "H", "H", "H", "H", "C", "C", "C", "O", "C", "N", "H", "H", "H", "H", "H", "H", "H", "H", "H", "H", "H", "C", "C", "C", "O", "C", "N", "H", "H", "H", "H", "H", "H", "H", "H", "H", "H", "H", "C", "C", "C", "O", "C", "N", "H", "H", "H", "H", "H", "H", "H", "H", "H", "H", "H", "C", "C", "C", "O", "C", "N", "H", "H", "H", "H", "H", "H", "H", "H", "H", "H", "H", "C", "C", "C", "O", "C", "N", "H", "H", "H", "H", "H", "H", "H", "H", "H", "H", "H", "C", "C", "C", "O", "C", "N", "H", "H", "H", "H", "H", "H", "H", "H", "H", "H", "H", "C", "C", "C", "O", "C", "N", "H", "H", "H", "H", "H", "H", "H", "H", "H", "H", "H"], "positions_angstrom": [[0.533, 0.719, -0.079], [1.726, 0.652, -0.700], [0.675, 0.449, 1.214], [0.156, 1.999, -0.192], [-0.734, -0.356, -0.858], [-0.936, 0.109, -2.213], [-0.248, -1.710, -0.700], [-1.865, -0.056, 0.005], [-0.829, -2.236, 2.636], [-2.037, -1.717, 3.351], [-1.655, -1.031, 4.551], [-0.191, -3.306, 3.335], [-0.137, -1.431, 2.387], [-1.153, -2.644, 1.677], [-2.688, -2.539, 3.668], [-2.589, -1.061, 2.668], [-2.426, -0.600, 4.927], [0.246, -2.903, 4.097], [1.080, 3.634, 3.716], [-0.124, 2.811, 4.111], [-1.258, 2.999, 3.097], [-2.266, 2.047, 3.346], [-3.300, 2.108, 2.387], [0.259, 1.410, 4.257], [0.859, 4.703, 3.709], [1.442, 3.303, 2.738], [1.888, 3.478, 4.430], [-0.524, 3.205, 5.055], [-0.854, 2.901, 2.074], [-1.683, 4.016, 3.159], [-3.811, 1.146, 2.372], [-2.902, 2.259, 1.377], [-3.982, 2.929, 2.637], [0.623, 1.106, 3.363], [-0.571, 0.840, 4.397], [4.355, -3.228, 4.874], [3.777, -2.598, 3.628], [3.339, -3.587, 2.552], [3.481, -3.090, 1.253], [2.307, -2.501, 0.708], [2.666, -1.687, 4.006], [4.293, -2.564, 5.741], [5.433, -3.426, 4.827], [3.892, -4.186, 5.125], [4.540, -2.006, 3.095], [2.378, -4.037, 2.842], [4.004, -4.458, 2.663], [1.779, -1.930, 1.476], [1.615, -3.226, 0.288], [2.551, -1.732, -0.026], [2.326, -1.254, 3.155], [3.023, -0.902, 4.543], [-5.392, 0.321, 0.059], [-5.382, -1.137, -0.396], [-6.633, -1.506, -1.153], [-6.588, -2.837, -1.558], [-7.822, -3.307, -2.030], [-4.175, -1.432, -1.213], [-5.336, 0.994, -0.805], [-4.457, 0.507, 0.597], [-6.216, 0.635, 0.708], [-5.272, -1.746, 0.510], [-6.661, -0.846, -2.043], [-7.544, -1.259, -0.586], [-7.618, -4.288, -2.480], [-8.211, -2.679, -2.839], [-8.522, -3.525, -1.214], [-4.107, -0.611, -1.831], [-3.410, -1.159, -0.582], [-2.825, 3.427, -0.945], [-2.944, 3.569, -2.444], [-1.579, 3.805, -3.065], [-0.953, 4.980, -2.603], [0.338, 5.165, -3.171], [-3.518, 2.310, -2.971], [-2.124, 2.621, -0.741], [-3.793, 3.294, -0.461], [-2.423, 4.316, -0.446], [-3.677, 4.341, -2.700], [-1.633, 3.783, -4.165], [-0.968, 2.929, -2.782], [0.282, 6.048, -3.814], [0.685, 4.287, -3.716], [1.050, 5.373, -2.369], [-3.639, 2.364, -3.979], [-2.827, 1.562, -2.866], [4.444, 2.683, -6.636], [4.479, 2.819, -5.123], [3.768, 1.691, -4.418], [2.414, 1.725, -4.732], [1.669, 0.786, -3.994], [5.859, 2.963, -4.626], [3.416, 2.541, -6.976], [5.047, 1.844, -6.994], [4.839, 3.587, -7.108], [3.909, 3.714, -4.846], [3.937, 1.825, -3.335], [4.266, 0.726, -4.633], [1.872, -0.244, -4.331], [0.628, 0.817, -4.340], [1.606, 0.887, -2.917], [6.492, 3.019, -5.414], [6.125, 2.133, -4.104], [4.017, 1.045, 2.090], [5.325, 0.687, 1.363], [5.403, 1.375, 0.013], [5.737, 2.726, 0.095], [5.506, 3.396, -1.131], [6.447, 0.954, 2.277], [3.797, 2.117, 2.065], [4.079, 0.704, 3.124], [3.155, 0.559, 1.634], [5.221, -0.374, 1.112], [4.466, 1.202, -0.538], [6.145, 0.823, -0.603], [4.597, 3.019, -1.605], [6.359, 3.251, -1.801], [5.381, 4.460, -0.938], [6.334, 1.922, 2.588], [7.277, 1.108, 1.693], [-0.664, -5.256, -0.338], [-2.078, -5.121, -0.945], [-3.042, -5.151, 0.206], [-4.365, -4.877, -0.237], [-5.288, -4.979, 0.780], [-2.220, -3.857, -1.689], [-0.313, -4.334, 0.123], [0.085, -5.440, -1.122], [-0.575, -6.147, 0.295], [-2.158, -5.926, -1.678], [-2.793, -4.325, 0.897], [-3.023, -6.073, 0.803], [-6.288, -4.725, 0.413], [-5.096, -4.289, 1.618], [-5.401, -6.011, 1.164], [-1.653, -3.114, -1.276], [-1.732, -3.975, -2.577]], "e_tot_ev": -87480.0590, "gap_ha": 0.3009, "total_charge": -1, "homo_ev": -5.790, "e_above_lowest_ev": 0.000}



[2]
{"formula": "C2H10O2S2", "method": "wB97M-V/def2-TZVPD", "species": ["C", "S", "S", "C", "H", "H", "H", "H", "H", "H", "H", "H", "O", "H", "H", "O"], "positions_angstrom": [[-1.694, 1.101, -1.316], [0.082, 1.043, -1.575], [-0.385, -1.596, 0.999], [0.879, -2.361, 0.007], [-2.335, 0.713, -2.117], [-1.903, 2.196, -1.270], [-2.005, 0.647, -0.387], [0.887, -3.462, 0.089], [1.930, -2.032, 0.232], [0.781, -2.203, -1.083], [3.095, 0.332, -0.146], [1.604, 0.547, 0.087], [2.451, 0.465, 0.560], [-0.656, 1.899, 1.045], [-1.214, 0.709, 1.687], [-1.205, 1.671, 1.811]], "e_tot_ev": -27997.1477, "gap_ha": 0.1685, "total_charge": 0, "homo_ev": -9.041, "e_above_lowest_ev": 4.971}